(1)
The following is a quantum chemistry calculation of a molecular structure, C25H27BCoF4N4O3P in a non-equilibrium geometry, from the Open Molecules 2025 dataset.

The value obtained for the total energy is -3562.4037 hartree. The multiplicity is 2. As for the net charge: -1. The gap between HOMO and LUMO (alpha / beta) is 6.967 / 6.953 eV. For the LUMO energy (alpha / beta), the calculation gives 0.0924 / 0.0924 Eh.

Atoms and positions in Å:
Co 0.33751 0.03154 -0.26545
N -1.02710 0.21462 1.50070
C -0.13166 0.43723 2.64841
C 1.30009 0.60396 2.10320
O 2.23176 0.09091 2.68803
N 1.36195 1.23849 0.88245
C 0.89825 2.61354 0.78421
C -0.18056 2.86364 -0.30114
O -0.60064 4.01731 -0.43585
O -0.52646 1.83226 -0.98022
H -1.49874 -0.68143 1.56351
H -1.69898 0.95376 1.36026
H -0.40726 1.32718 3.21635
H -0.13563 -0.41679 3.32264
H 0.48892 2.99590 1.72784
H 1.72652 3.27334 0.51006
F -0.45660 -4.16865 0.25100
B -0.35434 -3.14513 1.22093
F -1.65507 -2.59548 1.45844
F 0.19190 -3.61288 2.40950
F 0.46310 -2.10246 0.67653
C -1.62654 -3.86032 -2.95945
N -2.26851 -3.03398 -1.94049
C -3.15671 -3.72482 -1.00042
C -1.63367 -1.95169 -1.54008
N -1.11077 -0.97523 -1.21924
H -2.38963 -4.25461 -3.63126
H -1.09662 -4.69434 -2.49182
H -0.92120 -3.26215 -3.53174
H -4.05162 -4.05212 -1.53285
H -3.43062 -3.05182 -0.19520
H -2.64765 -4.58244 -0.56016
C 5.88092 -1.78917 -2.89286
C 5.06880 -2.23759 -1.86469
C 3.84450 -1.62146 -1.62601
C 3.43058 -0.55199 -2.41275
C 4.26018 -0.09738 -3.43915
C 5.47621 -0.71452 -3.68046
P 1.77956 0.19984 -2.10771
C 0.89139 -0.22368 -3.66091
C -0.34559 0.39432 -3.88490
C -1.10737 0.06642 -4.99625
C -0.65888 -0.89321 -5.89551
C 0.55461 -1.52689 -5.67116
C 1.32391 -1.19680 -4.56054
C 2.26438 1.95676 -2.33700
C 1.66812 2.83586 -3.23198
C 2.10890 4.14883 -3.32162
C 3.15075 4.59305 -2.52304
C 3.73940 3.72465 -1.61389
C 3.29347 2.41683 -1.51531
H 6.83298 -2.27189 -3.08169
H 5.38759 -3.06631 -1.24383
H 3.20192 -1.96476 -0.82163
H 3.94596 0.73878 -4.05290
H 6.11352 -0.35590 -4.47960
H -0.70393 1.12666 -3.16554
H -2.06429 0.55109 -5.15375
H -1.25391 -1.14695 -6.76584
H 0.90946 -2.28365 -6.36096
H 2.26274 -1.71043 -4.40083
H 0.85181 2.50280 -3.85674
H 1.62425 4.83104 -4.00904
H 3.49384 5.61804 -2.59938
H 4.53337 4.07453 -0.96530
H 3.73322 1.74656 -0.78529



(2)
The following is a quantum chemistry calculation of a molecular structure, C25H27Cl2GdP in a non-equilibrium geometry, from the Open Molecules 2025 dataset.

The value obtained for the total energy is -2996.2391 hartree. The multiplicity is 8. As for the net charge: -1. The gap between HOMO and LUMO (alpha / beta) is 4.667 / 6.333 eV. For the LUMO energy (alpha / beta), the calculation gives 0.0987 / 0.0932 Eh.

Atoms and positions in Å:
Gd -3.41021 0.87695 -0.86219
Cl -1.34567 2.18556 -0.38534
Cl -2.50744 -1.46875 -0.56335
C -4.77793 1.39798 0.86055
H -5.32938 0.70551 1.55603
H -5.13699 2.43850 1.11131
C -1.89784 -0.61113 -4.05211
C -2.80886 0.11679 -3.47251
H -1.85939 -1.70732 -3.93953
C -2.71367 1.63921 -3.46016
H -3.73463 -0.33432 -3.04331
C -2.41493 2.15634 -4.89634
H -3.62306 2.13374 -3.06882
H -1.88759 1.99940 -2.81297
C -1.16577 1.46355 -5.40836
H -3.30920 1.97270 -5.54293
H -2.21940 3.24697 -4.83736
C -0.94002 -0.04907 -5.03694
H -1.11433 1.53921 -6.50217
H -0.30488 2.01321 -5.00068
H -0.98831 -0.66444 -5.93990
H 0.06923 -0.11454 -4.63286
C 2.17267 -4.62905 2.09856
C 0.80532 -4.42507 1.85780
C 0.35163 -3.17411 1.43639
C 1.25379 -2.09977 1.30893
C 2.62330 -2.31555 1.54153
C 3.07289 -3.58214 1.93056
P 0.50267 -0.45943 0.96226
C 0.06947 0.01915 2.68190
C -1.07453 0.80591 2.90093
C -1.45426 1.14491 4.19627
C -0.70753 0.68482 5.28853
C 0.43002 -0.09522 5.07513
C 0.82814 -0.41762 3.77762
C 2.02540 0.50481 0.65974
C 2.41471 1.59901 1.44510
C 3.61888 2.25182 1.17214
C 4.40673 1.86085 0.08374
C 3.98863 0.80439 -0.73661
C 2.80146 0.13487 -0.46049
H 2.52748 -5.61184 2.41897
H 0.09689 -5.23738 1.99689
H -0.70424 -3.01192 1.21267
H 3.33925 -1.50326 1.43768
H 4.14101 -3.72940 2.11002
H -1.64926 1.16427 2.04336
H -2.33438 1.76754 4.35492
H -1.01194 0.93872 6.30496
H 1.01841 -0.46351 5.91812
H 1.71784 -1.02558 3.61901
H 1.78838 1.92062 2.27961
H 3.94226 3.06908 1.81835
H 5.34247 2.37865 -0.12862
H 4.59611 0.49745 -1.59026
H 2.48057 -0.70211 -1.08582



(3)
The following is a quantum chemistry calculation of a molecular structure, C25H27Cl3KNO6P, from the Open Molecules 2025 dataset.

The value obtained for the total energy is -3797.0992 hartree. As for the net charge: -1. The gap between HOMO and LUMO is 6.979 eV. For the LUMO energy, the calculation gives 0.0787 Eh.

Atoms and positions in Å:
K 0.42304 0.11169 -0.39689
Cl -0.27689 -5.79428 4.70755
C 0.23663 -4.36364 3.83549
C -0.64130 -3.30363 3.67392
C -0.22491 -2.19246 2.97435
Cl -1.32564 -0.85000 2.77264
C 1.06947 -2.04586 2.38902
O 1.43909 -1.00515 1.75988
C 1.89785 -3.18694 2.58974
Cl 3.50324 -3.13979 1.91418
C 1.50968 -4.30958 3.29542
H -1.64002 -3.34677 4.08567
H 2.19493 -5.13754 3.41350
O 0.83958 1.69588 1.66734
C 1.41410 2.88544 2.16206
C 2.91239 2.99074 1.88159
C 3.30044 2.49212 0.48926
C 2.52283 3.10776 -0.64955
C 2.44969 4.48468 -0.83702
C 1.73838 4.97859 -1.91863
C 1.12432 4.09137 -2.78750
C 1.24242 2.73352 -2.53020
N 1.92206 2.25783 -1.48540
H 1.10994 0.91106 2.17999
H 1.22351 2.99650 3.23538
H 0.88488 3.69759 1.65761
H 3.47473 2.41647 2.62252
H 3.20687 4.03764 2.01639
H 3.14998 1.41474 0.43294
H 4.36842 2.66879 0.33087
H 2.94360 5.15798 -0.14714
H 1.66581 6.04744 -2.08081
H 0.55587 4.43796 -3.63952
H 0.76233 1.99204 -3.16524
O 0.31601 -0.46466 -4.31028
C -0.36512 -0.64906 -3.29248
O -1.03004 0.21360 -2.64516
C -0.35990 -2.05936 -2.68291
C 0.45511 -3.05095 -3.20838
C 0.56033 -4.31126 -2.60765
C -0.17552 -4.51997 -1.46984
O -0.26589 -5.65529 -0.69722
C -0.88798 -5.18895 0.50386
O -1.66554 -4.04878 0.15184
C -1.01140 -3.54519 -0.95016
C -1.13164 -2.31312 -1.53398
H 1.03480 -2.80942 -4.08891
H 1.20636 -5.08086 -3.00835
H -0.11270 -4.88660 1.21462
H -1.54129 -5.96397 0.89433
H -1.77539 -1.53070 -1.15369
C -3.91652 0.72621 -1.29094
P -2.74060 1.56144 -0.15353
C -2.22807 2.92997 -1.27130
C -3.95630 2.47463 0.89086
H -4.64079 1.44294 -1.68945
H -4.45285 -0.06876 -0.76956
H -3.34306 0.28876 -2.10931
H -3.09918 3.48476 -1.63260
H -1.69847 2.48710 -2.11664
H -1.55233 3.61823 -0.75918
H -4.67591 3.01468 0.26932
H -3.43118 3.19037 1.52612
H -4.49226 1.78203 1.54116



(4)
The following is a quantum chemistry calculation of a molecular structure, C25H27Cl3N2O3Ru in a non-equilibrium geometry, from the Open Molecules 2025 dataset.

The value obtained for the total energy is -2779.4644 hartree. The multiplicity is 5. As for the net charge: -2. The gap between HOMO and LUMO (alpha / beta) is 5.628 / 5.657 eV. For the LUMO energy (alpha / beta), the calculation gives 0.1595 / 0.1594 Eh.

Atoms and positions in Å:
C -0.71571 0.94659 -3.78618
C -1.54637 -0.16215 -3.91370
C -0.79305 -1.33606 -3.77382
C -2.97003 -0.18112 -4.35261
C 0.54043 -1.00741 -3.50370
C 0.69960 0.45222 -3.67608
C 1.93603 0.85005 -4.48596
C -1.17738 2.29448 -4.16844
C -1.34620 -2.70665 -3.93891
C 1.68619 -1.95838 -3.48606
Ru 0.67850 0.58656 -1.62913
Cl -4.21292 0.66843 -0.96491
Cl -0.28879 2.86996 -1.39615
Cl -0.09294 -1.43708 -1.00118
H -3.45498 0.78819 -4.19411
H -3.56947 -0.90709 -3.78040
H -3.04351 -0.44099 -5.42540
H -2.25370 -2.84588 -3.32398
H -0.62156 -3.47188 -3.62376
H -1.62177 -2.91629 -4.99079
H 1.43280 -2.81676 -2.85029
H 2.55022 -1.47298 -3.00792
H 1.97322 -2.29912 -4.49593
H 2.81477 0.40375 -3.98032
H 2.03867 1.96056 -4.52262
H 1.88267 0.43090 -5.53025
H -2.09777 2.54054 -3.62500
H -1.38462 2.30627 -5.24258
H -0.42684 3.05741 -3.95505
O 1.19661 2.59618 -2.70120
H 1.99452 2.85152 -2.19872
O -1.52216 2.63476 1.08762
C -0.74574 1.78049 1.39328
N -0.36679 1.50932 2.71456
C 0.36970 0.30250 2.88682
C 0.79116 0.06768 1.41495
O 1.73488 -0.64367 1.09312
N 0.03044 0.83327 0.57139
C 1.53732 0.54803 3.85559
C 2.84620 0.12531 3.58653
C 3.90129 0.49771 4.41525
C 3.68235 1.27518 5.53390
C 2.37058 1.68775 5.85003
C 1.29587 1.30238 5.01320
C -0.59006 -0.81661 3.38137
C -0.45813 -1.41077 4.62485
C -1.51172 -2.14979 5.16586
C -2.69321 -2.30643 4.40088
C -2.78723 -1.77955 3.11540
C -1.72267 -1.04643 2.58647
H -0.84907 1.95960 3.49683
H 3.02137 -0.48181 2.70994
H 4.91710 0.16611 4.14861
H 4.50593 1.58241 6.18597
H 2.15466 2.30264 6.71976
H 0.27978 1.59656 5.28875
H 0.47223 -1.25433 5.19729
H -1.42115 -2.54660 6.15809
H -3.53818 -2.85020 4.84687
H -3.69604 -1.90306 2.51122
H -1.81533 -0.62627 1.57078



(5)
The following is a quantum chemistry calculation of a molecular structure, C25H27ClN2O3S in a non-equilibrium geometry, from the Open Molecules 2025 dataset.

The value obtained for the total energy is -2161.6904 hartree. The gap between HOMO and LUMO is 7.313 eV. For the LUMO energy, the calculation gives -0.0071 Eh.

Atoms and positions in Å:
C -5.08046 -1.35370 1.29591
C -4.22205 -0.66014 0.11854
C -4.56337 -0.77882 -1.23190
C -4.00393 -0.24212 -2.24727
C -2.98288 0.45922 -2.07674
C -2.67834 0.76069 -0.55260
C -3.43151 0.10614 0.59883
C -3.06078 0.57763 1.74446
H -4.01948 0.73071 2.32268
H -2.45137 -0.29401 2.34859
H -2.51056 1.66731 1.94433
N -1.64841 1.79038 -0.36789
C -1.15405 2.54821 -1.32369
H -2.06263 3.30653 -1.53284
C -0.29496 3.74172 -0.63067
N 0.81042 3.05283 0.15622
C 2.11847 3.10677 -0.51738
O 2.24238 4.14053 -1.26230
C 3.29178 2.44567 -0.32716
C 4.50237 2.61163 -0.29445
C 5.13547 1.34909 -0.18600
C 4.07685 0.55394 0.37114
O 2.97921 1.16332 0.16604
C 4.14912 -0.92079 0.73894
H 3.32703 -1.05558 0.90408
H 5.21597 -1.23287 1.05896
S 4.17078 -2.19482 -1.01651
O 5.57466 -2.27058 -1.26645
C 3.23061 -3.51646 -0.09632
C 1.92153 -3.18059 0.11790
C 1.07064 -2.73732 -1.08377
C -0.29642 -2.53736 -0.94629
C -0.75784 -2.41686 0.48424
C 0.01684 -2.86275 1.51455
C 1.33449 -3.13662 1.33837
H 2.03981 -3.09520 2.21936
H -0.32818 -2.68936 2.36923
H -1.82865 -2.18352 0.87215
Cl -1.30236 -2.11227 -2.15148
H 1.33439 -2.76289 -1.94307
H 3.49386 -4.35450 -0.78301
H 3.72258 -3.67156 0.93089
H 6.13763 1.12136 -0.07038
H 4.93177 3.34877 -0.68014
C 0.40352 2.11075 0.88955
H 1.53844 1.51513 1.39159
C -0.27865 0.91034 0.28114
H -0.51809 0.07316 0.95664
H 0.25377 0.66461 -0.68612
H -0.21182 2.58293 1.80896
H 0.07979 4.57064 -1.25140
H -0.81041 4.27009 0.26686
H -0.42830 2.39140 -2.17217
H -2.40864 1.03549 -2.63006
H -4.22814 -0.43890 -3.13352
H -5.48289 -1.45677 -1.23073
H -4.47580 -1.90188 1.84123
H -5.81870 -0.63921 1.82969
H -5.76448 -2.00953 0.81120



(6)
The following is a quantum chemistry calculation of a molecular structure, C25H27F24N5O4S in a non-equilibrium geometry, from the Open Molecules 2025 dataset.

The value obtained for the total energy is -4338.5390 hartree. The gap between HOMO and LUMO is 8.213 eV. For the LUMO energy, the calculation gives -0.0155 Eh.

Atoms and positions in Å:
C -5.58248 -0.76547 -2.13857
C -5.73968 -2.16809 -2.75444
O -5.64891 -3.23502 -1.75570
C -4.36145 -3.76371 -1.84101
C -3.39311 -3.16840 -1.08933
C -1.99544 -3.63067 -1.14394
C -0.98305 -2.85903 -0.29619
C -0.10384 -1.95063 -1.24252
N -0.85198 -0.89635 -1.92565
N 0.96575 -1.30699 -0.44073
N 0.59171 -2.72933 -2.27441
C -1.68956 -4.68032 -1.96089
C -2.69108 -5.33681 -2.75262
N -2.55686 -6.35307 -3.61838
S -4.03050 -6.64809 -4.23138
N -4.95992 -5.51519 -3.49102
C -4.08395 -4.88353 -2.70878
H -5.30363 -0.05776 -2.94078
H -6.49312 -0.43412 -1.61019
H -4.76346 -0.71627 -1.40048
H -4.90346 -2.30368 -3.46707
H -6.68817 -2.31152 -3.29450
H -3.62853 -2.33278 -0.42608
H -0.40103 -3.49692 0.38816
H -1.55644 -2.16744 0.35422
H -1.53523 -1.25856 -2.58159
H -1.25936 -0.21796 -1.28797
H 1.18216 -1.96727 0.30115
H 0.52976 -0.46694 -0.06190
H 1.37164 -2.19215 -2.63652
H -0.07811 -2.92123 -3.01434
H -0.64783 -5.01838 -2.03503
C 4.56283 -4.65663 2.85024
C 3.50060 -3.59982 2.48750
C 2.03505 -3.97051 2.72661
F 1.64460 -5.04504 2.02129
F 1.23530 -2.93890 2.34377
F 3.68860 -3.20838 1.20880
F 3.75962 -2.50727 3.26216
O 5.07161 -5.48268 1.80438
C 4.37377 -6.62302 1.42684
C 3.83371 -6.53278 -0.00548
F 3.04176 -5.45686 -0.16828
F 3.09447 -7.62923 -0.29075
F 3.41286 -6.90252 2.32811
F 5.25346 -7.64608 1.48490
H 5.43448 -4.08892 3.17613
H 4.27013 -5.24663 3.71990
H 1.84596 -4.16437 3.78593
H 4.65540 -6.46372 -0.72091
C -2.00973 4.27173 0.69240
C -1.79731 5.58398 -0.08867
C -3.04593 6.29379 -0.62085
F -3.74602 5.53619 -1.48236
F -2.68178 7.41693 -1.28598
F -0.91486 5.36211 -1.08547
F -1.18651 6.45295 0.77359
O -1.85440 3.04331 -0.01892
C -2.91289 2.53328 -0.75455
C -2.62068 2.50295 -2.25855
F -2.30770 3.72289 -2.73159
F -3.70838 2.07716 -2.94467
F -4.04695 3.19256 -0.45750
F -3.09456 1.25790 -0.33180
H -1.21206 4.24158 1.43454
H -2.93228 4.28555 1.27448
H -3.70378 6.58965 0.20167
H -1.78688 1.83079 -2.47712
C 2.06236 6.20253 2.11153
C 2.21633 4.66749 2.09853
C 2.97877 4.03835 3.26852
F 4.24632 4.47438 3.35659
F 3.03275 2.69344 3.10634
F 2.74716 4.29025 0.91775
F 0.94930 4.14908 2.12996
O 2.97824 6.97774 1.33975
C 4.21648 7.31394 1.87076
C 5.37681 6.66595 1.10667
F 5.26019 5.32511 1.07386
F 6.55067 6.95732 1.71306
F 4.24816 7.04603 3.18990
F 4.33046 8.65487 1.75618
H 1.09994 6.39967 1.63933
H 1.96370 6.59287 3.12551
H 2.47069 4.24142 4.21592
H 5.40934 7.03128 0.07849



(7)
The following is a quantum chemistry calculation of a molecular structure, C25H27F2MoN3O3Si, from the Open Molecules 2025 dataset.

The value obtained for the total energy is -1916.3219 hartree. The multiplicity is 3. The gap between HOMO and LUMO (alpha / beta) is 7.575 / 7.462 eV. For the LUMO energy (alpha / beta), the calculation gives -0.0107 / -0.0332 Eh.

Atoms and positions in Å:
Mo 0.27427 -0.20945 0.22049
C 3.61645 2.56033 -0.49160
O 4.34530 1.88619 0.53812
C 3.73733 1.71687 1.74344
C 4.45205 2.02558 2.88445
C 3.90915 1.83397 4.15337
C 2.63221 1.33948 4.27883
C 1.88598 1.00333 3.13976
C 0.55502 0.47969 3.32476
N -0.19867 0.04983 2.37622
N -1.44850 -0.41920 2.77587
C -2.10397 -0.82294 1.73591
O -1.61436 -0.74977 0.52035
C -3.46469 -1.38579 1.87920
C -4.07744 -1.43626 3.12882
C -5.34915 -1.96960 3.25280
C -6.01277 -2.45545 2.13367
C -5.40256 -2.40700 0.88867
C -4.13027 -1.87243 0.75839
C 2.44219 1.17541 1.86177
O 1.77721 0.87074 0.75608
H 4.35894 3.07595 -1.09700
H 2.92468 3.29015 -0.06690
H 3.06088 1.85342 -1.10555
H 5.45109 2.42300 2.76068
H 4.48840 2.08545 5.03089
H 2.19017 1.19657 5.25703
H 0.16059 0.43789 4.33740
H -3.54852 -1.05568 3.99128
H -5.82541 -2.00813 4.22369
H -7.00640 -2.87292 2.23388
H -5.91738 -2.78672 0.01592
H -3.64388 -1.82995 -0.20651
F 2.34093 -2.08662 1.11090
C 0.97501 -2.10554 0.92555
F 0.71956 -3.15765 0.07266
H 0.52818 -2.38289 1.88618
C 2.20992 -2.18249 -2.49994
Si 0.51104 -1.47994 -2.81670
C 0.40199 -1.11191 -4.65440
C -0.91268 -2.64086 -2.46267
N 0.30290 -0.06691 -1.74801
C -0.03210 1.25930 -2.11556
C -0.65052 2.10949 -1.18368
C -1.02481 3.40399 -1.50516
C -0.75615 3.91336 -2.76590
C -0.08995 3.11071 -3.67931
C 0.27528 1.81250 -3.36197
H 2.32597 -3.14678 -3.00050
H 2.43752 -2.32608 -1.44612
H 2.95447 -1.49933 -2.91791
H 0.38107 -2.09011 -5.14563
H 1.26435 -0.57465 -5.05017
H -0.50762 -0.58311 -4.94050
H -0.74441 -3.61856 -2.92012
H -1.82011 -2.21811 -2.90367
H -1.09231 -2.79467 -1.40020
H -0.91056 1.77658 -0.17612
H -1.52047 4.01256 -0.76026
H -1.05021 4.92088 -3.02635
H 0.15394 3.49899 -4.66024
H 0.81184 1.22527 -4.08837